Entry 1:
The following is a quantum chemistry calculation of a single C23H27N3O4S molecule at a distorted geometry, from the Open Molecules 2025 dataset.

Its SMILES is CCN(CC)S(=O)(=O)c1ccc2c(c1)c(=O)c(C(=O)NCCc1ccccc1)cn2C. For the strongest force on any atom, the calculation gives 1.22 eV/Å. As for the HOMO-LUMO gap: 8.71 eV. Its lowest unoccupied orbital energy is -0.11 eV. The highest occupied orbital energy comes out at -8.819 eV. As for the electronic energy: -47785.806 eV.

Geometry as XYZ:
```
58
Properties=species:S:1:pos:R:3:forces:R:3
C 1.105866 -0.018199 -4.943024 -0.149 0.077 0.273
C 0.478832 0.372677 -3.607873 0.618 0.212 -0.118
N -0.962222 0.315455 -3.641579 -0.639 0.971 0.375
C -1.656318 -0.954074 -3.632038 -0.533 -0.376 -0.270
C -2.255350 -1.281837 -4.995860 0.043 -0.018 0.238
S -1.840784 1.640211 -3.234628 0.214 -0.002 0.210
O -3.149188 1.529332 -3.810041 -0.030 -0.278 0.152
O -1.066274 2.812815 -3.521740 0.172 -0.121 0.082
C -2.045961 1.585336 -1.442606 0.200 -0.175 -0.614
C -2.921028 2.496016 -0.861837 -0.109 0.075 0.143
C -3.059963 2.554189 0.506510 -0.037 0.056 -0.061
C -2.317998 1.694428 1.332584 0.273 -0.285 -0.641
C -1.458469 0.754567 0.734751 -0.168 0.216 -0.134
C -1.331303 0.722337 -0.656632 -0.009 -0.012 0.042
C -0.666383 -0.201797 1.521070 -0.157 -0.015 0.094
O -0.008527 -1.083322 0.967297 -0.109 0.057 -0.099
C -0.745293 0.019125 2.948955 0.084 0.091 0.026
C 0.136446 -0.675016 3.943223 -0.214 -0.086 -0.213
O 0.168293 -0.321725 5.111743 0.072 0.131 0.329
N 0.860433 -1.683944 3.430740 0.075 -0.215 -0.216
C 1.998587 -2.247023 4.110807 0.143 0.102 0.351
C 3.285386 -1.465945 3.769900 -0.240 -0.139 -0.019
C 3.407901 -1.294176 2.282000 0.152 0.118 0.110
C 3.933762 -2.305880 1.488815 -0.016 0.021 0.017
C 3.971670 -2.173804 0.112331 0.008 -0.110 -0.089
C 3.476544 -1.030143 -0.490719 -0.006 0.051 -0.102
C 2.953723 -0.014221 0.289961 0.019 0.052 -0.055
C 2.922961 -0.146345 1.666408 0.104 -0.011 0.006
C -1.594787 0.960483 3.444939 0.277 -0.339 0.071
N -2.395544 1.750850 2.706069 0.116 -0.139 0.140
C -3.290371 2.679614 3.357308 -0.272 0.323 0.130
H 0.912141 -1.063541 -5.170132 0.012 -0.119 -0.082
H 2.181350 0.134300 -4.901086 0.121 -0.037 -0.020
H 0.693705 0.598496 -5.736603 -0.019 0.049 -0.113
H 0.871687 -0.273337 -2.809910 -0.087 0.093 -0.002
H 0.726409 1.410054 -3.378197 0.217 -0.157 0.041
H -2.464159 -0.892736 -2.895539 0.085 -0.233 0.022
H -0.958643 -1.734856 -3.314814 -0.009 0.125 0.095
H -1.479146 -1.351115 -5.752503 0.079 -0.028 -0.100
H -2.947324 -0.492251 -5.273865 -0.067 0.000 -0.077
H -2.790774 -2.226939 -4.949263 -0.066 -0.116 -0.053
H -3.479957 3.153802 -1.507869 -0.150 0.155 0.030
H -3.736305 3.275854 0.933623 -0.068 0.067 0.045
H -0.650672 -0.003515 -1.072300 0.084 -0.108 -0.033
H 0.817194 -1.805092 2.420108 -0.161 0.114 0.103
H 2.099219 -3.290086 3.801190 0.008 0.050 0.075
H 1.810912 -2.199452 5.185729 0.041 -0.133 -0.108
H 3.233556 -0.488763 4.252762 0.041 -0.015 0.039
H 4.142512 -2.009557 4.170077 0.039 0.046 0.041
H 4.315550 -3.203747 1.954551 0.052 -0.098 0.055
H 4.384279 -2.968348 -0.492637 0.036 -0.057 -0.047
H 3.500622 -0.930359 -1.566353 0.016 0.006 -0.087
H 2.564747 0.881136 -0.173888 -0.033 0.077 -0.038
H 2.511532 0.648793 2.273416 -0.039 0.069 0.078
H -1.629588 1.087574 4.519386 -0.029 0.042 0.012
H -4.321945 2.491980 3.054470 0.027 0.024 0.025
H -3.215147 2.552428 4.434717 0.019 -0.023 -0.074
H -3.026398 3.709292 3.108099 -0.033 -0.023 0.015
```
Forces are in eV/Å.

=====

Entry 2:
The following is a quantum chemistry calculation of a single C23H27N5O4 molecule at a distorted geometry, from the Open Molecules 2025 dataset.

Its SMILES is CCCc1cc(C(=O)N2CCC(n3nccc3NC(=O)c3ccc(OC)cc3)CC2)no1. For the strongest force on any atom, the calculation gives 1.08 eV/Å. As for the HOMO-LUMO gap: 8.93 eV. Its lowest unoccupied orbital energy is 0.54 eV. The highest occupied orbital energy comes out at -8.396 eV. As for the electronic energy: -39929.024 eV.

Geometry as XYZ:
```
59
Properties=species:S:1:pos:R:3:forces:R:3
C -9.081684 3.895554 1.779020 0.180 -0.006 -0.159
C -7.748220 3.411391 1.226612 -0.156 -0.026 0.221
C -7.064927 2.437750 2.197396 0.157 0.289 -0.276
C -5.765564 1.970401 1.651499 0.003 -0.927 -0.444
C -5.423722 0.911260 0.859776 0.002 0.552 0.370
C -4.028298 1.068032 0.656698 -0.726 0.532 0.596
C -3.194983 0.085761 -0.084632 0.386 -0.120 -0.246
O -3.577602 -1.073644 -0.153409 -0.281 -0.025 0.160
N -2.065686 0.507979 -0.685991 -0.030 -0.116 -0.102
C -1.448815 1.808596 -0.598526 0.069 0.645 0.094
C -0.175681 1.729401 0.248038 0.032 0.027 -0.271
C 0.783762 0.636841 -0.238024 -0.265 -0.212 0.479
N 1.462759 1.029932 -1.453842 0.729 -0.245 -0.172
N 0.944913 1.925276 -2.303391 -0.459 0.575 -0.185
C 1.795036 2.020981 -3.304506 0.047 -0.228 0.293
C 2.893869 1.173973 -3.126793 0.156 -0.200 0.092
C 2.643385 0.544437 -1.923610 0.004 0.340 -0.533
N 3.371262 -0.403852 -1.225875 -0.277 0.015 0.416
C 4.547262 -0.969934 -1.652565 -0.031 -0.020 0.049
O 5.060280 -0.709101 -2.718951 -0.040 0.021 -0.066
C 5.121692 -1.956996 -0.700799 0.296 -0.247 0.014
C 5.931719 -2.958572 -1.226784 -0.218 0.281 0.013
C 6.510089 -3.916511 -0.417755 0.151 -0.239 0.195
C 6.298591 -3.878444 0.958274 -0.125 0.190 -0.019
O 6.810051 -4.759922 1.851540 -0.213 0.293 0.053
C 7.632953 -5.801997 1.381323 0.155 -0.199 -0.096
C 5.507851 -2.858534 1.495937 0.102 -0.209 0.095
C 4.926774 -1.914217 0.680191 0.050 -0.075 -0.151
C 0.030844 -0.688896 -0.442521 -0.025 0.171 -0.123
C -1.204332 -0.469079 -1.315240 0.050 -0.532 -0.034
N -3.598368 2.132737 1.292431 0.900 -0.367 -0.325
O -4.663212 2.695074 1.905705 -0.568 0.154 0.250
H -9.754316 3.056933 1.944317 -0.120 -0.060 0.043
H -8.938801 4.412861 2.725008 -0.044 0.065 0.113
H -9.553673 4.581750 1.080446 -0.115 0.070 -0.004
H -7.905605 2.909964 0.269469 0.084 0.030 -0.027
H -7.089285 4.264688 1.054824 0.040 -0.036 -0.081
H -7.711194 1.575258 2.366137 0.045 0.005 0.071
H -6.888643 2.941922 3.149204 -0.055 -0.078 0.071
H -6.040614 0.128792 0.474439 -0.174 -0.182 -0.040
H -2.136472 2.518539 -0.144395 0.191 -0.072 -0.192
H -1.177601 2.132067 -1.607807 -0.186 -0.032 0.240
H -0.451330 1.510360 1.280718 0.017 -0.006 0.044
H 0.329336 2.694147 0.216715 0.031 0.025 0.073
H 1.555509 0.500842 0.534329 -0.089 0.059 -0.132
H 1.594096 2.689207 -4.117739 -0.069 0.151 -0.159
H 3.740032 1.029332 -3.762065 0.161 -0.061 -0.075
H 2.979130 -0.731402 -0.356378 0.099 -0.047 -0.161
H 6.098361 -2.973633 -2.293187 0.024 0.002 -0.083
H 7.124076 -4.681486 -0.865469 0.052 -0.083 -0.011
H 7.922884 -6.368319 2.264764 0.003 0.014 -0.100
H 8.530233 -5.413560 0.889903 -0.043 -0.013 0.009
H 7.093817 -6.458740 0.691553 0.024 0.038 0.020
H 5.371418 -2.830042 2.565430 -0.010 0.013 0.122
H 4.352232 -1.121277 1.138473 -0.049 0.068 0.042
H 0.682057 -1.428596 -0.912347 0.045 -0.036 0.035
H -0.284704 -1.072506 0.529481 0.002 -0.056 0.028
H -1.765209 -1.398370 -1.427686 0.127 0.153 -0.063
H -0.907731 -0.094407 -2.299363 -0.044 -0.027 0.028
```
Forces are in eV/Å.

=====

Entry 3:
The following is a quantum chemistry calculation of a molecular structure, C23H27N7O2Rh at a distorted geometry, from the Open Molecules 2025 dataset.

The total charge is -1. The spin multiplicity is 5. For the strongest force on any atom, the calculation gives 1.56 eV/Å. As for the HOMO-LUMO gap (alpha / beta): 3.68 / 6.21 eV. As for the expectation value of S²: 6.0665. Its lowest unoccupied orbital energy (alpha / beta) is 2.59 / 2.55 eV. The highest occupied orbital energy (alpha / beta) comes out at -1.093 / -3.663 eV. As for the electronic energy: -41820.728 eV.

Geometry as XYZ:
```
60
Properties=species:S:1:pos:R:3:forces:R:3
Rh 0.227926 1.111818 0.920800 -0.260 0.478 -0.255
C -4.108794 2.082259 2.105159 0.080 -0.061 -0.040
C -2.852908 1.473494 1.494644 -0.093 -0.064 -0.048
O -1.749651 2.107897 1.697027 -0.030 0.063 -0.078
C -3.028462 0.267785 0.762109 0.265 0.216 0.087
C -2.179593 -0.562482 0.050850 -0.134 0.027 -0.062
C -2.704889 -1.816688 -0.582482 0.257 0.015 -0.029
N -0.787337 -0.287980 -0.111001 -0.323 0.299 0.467
N -0.156316 -1.117497 -0.853841 0.534 -0.343 -0.529
C 1.191246 -0.895890 -0.984397 -0.180 0.126 -0.095
O 1.814271 0.099446 -0.501247 -0.001 -0.137 -0.089
C 1.913008 -1.921614 -1.748280 0.007 -0.155 -0.076
C 1.276158 -3.042377 -2.305604 0.014 0.016 0.003
C 2.004644 -4.006069 -2.983284 -0.030 0.037 0.009
C 3.385087 -3.885246 -3.125578 -0.031 0.058 0.042
C 4.022267 -2.773471 -2.585718 -0.014 0.007 -0.012
C 3.298855 -1.803163 -1.908827 0.048 -0.028 -0.028
H -3.842459 3.025372 2.581212 -0.011 -0.011 0.004
H -4.551224 1.424403 2.861715 0.000 0.035 -0.011
H -4.877026 2.277618 1.348643 -0.002 -0.011 0.050
H -4.054969 -0.087064 0.770258 -0.034 0.022 0.012
H -3.784127 -1.876357 -0.446143 -0.008 -0.003 0.017
H -2.244179 -2.711465 -0.141544 -0.038 0.025 -0.043
H -2.474301 -1.857748 -1.653729 -0.052 -0.013 0.042
H 0.204793 -3.138935 -2.185702 0.036 -0.010 -0.003
H 1.492620 -4.864324 -3.404489 0.004 0.007 0.023
H 3.954358 -4.649851 -3.640448 -0.009 0.018 -0.017
H 5.096311 -2.666047 -2.690479 -0.009 0.005 0.014
H 3.789339 -0.939684 -1.478901 -0.011 -0.017 0.014
N 0.768517 4.010006 2.039422 0.001 0.003 0.151
N 1.316109 2.662951 2.044877 -0.143 -0.261 -0.360
H -0.205350 3.855356 2.302240 -0.037 -0.014 -0.073
H 0.698699 4.248572 1.053954 -0.047 -0.020 -0.005
H 1.287352 2.304535 2.995771 -0.065 -0.172 -0.003
H 2.295511 2.716878 1.787858 0.042 0.102 0.101
N 0.589885 0.086252 2.444431 0.538 -0.117 1.464
C 0.522258 -1.171145 2.907190 -0.248 -0.208 -0.380
C 0.747713 -1.398045 4.296720 -0.015 -0.034 -0.008
C 0.690992 -2.660788 4.853852 -0.002 0.032 -0.055
C 0.429229 -3.779143 4.060021 0.008 0.099 -0.032
C 0.221954 -3.596284 2.692664 -0.010 0.052 0.023
C 0.255700 -2.336120 2.124544 0.032 0.053 0.015
H 0.954782 -0.528722 4.909978 0.006 -0.006 -0.014
H 0.859899 -2.782097 5.918879 -0.007 -0.004 -0.009
H 0.392754 -4.770301 4.496024 0.001 0.013 0.000
H 0.020789 -4.455341 2.060831 0.022 0.012 -0.001
H 0.101984 -2.219867 1.059971 -0.003 -0.079 0.146
N -0.354076 3.913308 -4.661836 -0.012 -0.069 -0.129
C -0.234502 3.427307 -3.368325 0.015 0.033 0.067
C -1.353776 3.103932 -2.609214 -0.085 -0.024 0.143
C -1.185592 2.644532 -1.316186 -0.353 0.122 -0.082
N 0.008138 2.496701 -0.742785 -0.066 -0.171 -0.187
C 1.076009 2.821493 -1.465551 0.325 0.072 -0.170
C 1.010480 3.292898 -2.761391 0.104 0.027 0.064
H -1.208385 3.646165 -5.125279 -0.008 0.032 -0.010
H 0.452113 3.745267 -5.243127 0.004 0.040 -0.007
H -2.349962 3.190984 -3.025947 0.006 -0.011 0.029
H -2.036421 2.371489 -0.702187 0.029 -0.035 -0.035
H 2.034096 2.662998 -0.985397 -0.004 -0.056 -0.052
H 1.918453 3.530090 -3.302723 -0.002 -0.011 0.042
```
Forces are in eV/Å.

=====

Question: What is the strongest force on any atom in the third record?
Answer: 1.56 eV/Å